[1]
{"formula": "C6H12N", "method": "ωB97M-V/def2-TZVPD", "species": ["C", "C", "C", "C", "C", "C", "N", "H", "H", "H", "H", "H", "H", "H", "H", "H", "H", "H", "H"], "coordinates": [[0.568, -3.714, 0.377], [0.904, -2.492, 0.746], [0.352, -1.313, 0.013], [-0.412, -0.402, 0.598], [-1.010, 0.747, -0.210], [-0.389, 2.088, 0.217], [0.233, 2.796, -0.971], [-0.042, -3.842, -0.513], [0.922, -4.600, 0.868], [1.490, -2.348, 1.652], [0.598, -1.304, -1.045], [-0.687, -0.364, 1.643], [-2.087, 0.789, -0.055], [-0.818, 0.500, -1.262], [0.427, 1.913, 0.908], [-1.150, 2.677, 0.695], [0.835, 2.115, -1.427], [0.754, 3.610, -0.632], [-0.487, 3.144, -1.603]], "lowdin_charge": [0.020, -0.177, -0.114, -0.112, -0.176, -0.131, 0.203, 0.070, 0.062, 0.105, 0.115, 0.122, 0.118, 0.114, 0.130, 0.128, 0.170, 0.176, 0.175], "lumo_energy_ev": -3.8, "relative_energy_kcal_mol": 35.1, "charge": 1}


[2]
{"formula": "C37H44As2IN5NaO2", "method": "ωB97M-V/def2-TZVPD", "species": ["Na", "C", "C", "C", "C", "C", "C", "C", "C", "C", "C", "C", "C", "H", "H", "H", "H", "H", "H", "H", "H", "H", "H", "H", "H", "H", "H", "H", "H", "H", "H", "C", "As", "C", "C", "C", "C", "C", "C", "C", "As", "C", "C", "H", "H", "H", "H", "H", "H", "H", "H", "H", "H", "H", "H", "H", "H", "H", "H", "O", "N", "O", "C", "C", "C", "C", "C", "C", "N", "C", "C", "N", "C", "C", "C", "C", "H", "H", "H", "H", "H", "H", "H", "I", "C", "C", "N", "N", "C", "H", "H", "H"], "coordinates": [[15.559, 10.503, 10.307], [18.745, 17.265, 12.507], [17.286, 17.154, 12.124], [16.325, 16.720, 13.105], [16.824, 16.699, 14.577], [14.969, 16.544, 12.784], [13.903, 16.153, 13.794], [14.530, 16.789, 11.466], [13.041, 16.743, 11.145], [15.489, 17.191, 10.513], [15.148, 17.253, 8.997], [16.859, 17.449, 10.820], [17.766, 18.024, 9.778], [19.365, 17.398, 11.644], [19.223, 16.418, 13.117], [18.840, 18.186, 13.129], [16.591, 15.724, 15.053], [16.280, 17.491, 15.187], [17.860, 17.015, 14.485], [13.071, 16.858, 13.828], [14.303, 16.084, 14.807], [13.419, 15.210, 13.578], [12.649, 15.736, 11.238], [12.907, 17.121, 10.147], [12.435, 17.413, 11.742], [15.900, 16.661, 8.406], [15.122, 18.288, 8.533], [14.165, 16.807, 8.671], [18.456, 17.260, 9.365], [18.422, 18.769, 10.146], [17.222, 18.373, 8.968], [7.790, 12.477, 12.562], [7.773, 11.299, 10.975], [7.062, 12.602, 9.669], [6.339, 10.076, 11.397], [4.983, 10.455, 11.339], [3.927, 9.593, 11.522], [4.211, 8.249, 11.563], [5.479, 7.796, 11.775], [6.559, 8.687, 11.657], [8.402, 8.140, 11.955], [8.188, 7.424, 13.829], [8.445, 6.549, 10.850], [7.606, 13.528, 12.378], [8.869, 12.408, 12.936], [7.139, 12.033, 13.284], [6.285, 13.148, 10.151], [6.721, 12.153, 8.775], [7.891, 13.343, 9.450], [4.808, 11.536, 11.222], [2.913, 9.937, 11.572], [3.438, 7.445, 11.711], [5.747, 6.759, 11.955], [9.102, 6.868, 14.205], [7.391, 6.671, 13.801], [7.998, 8.209, 14.549], [9.439, 6.288, 10.449], [7.685, 6.539, 10.067], [8.304, 5.776, 11.615], [16.355, 6.595, 17.017], [16.980, 6.717, 15.887], [17.899, 5.963, 15.575], [16.465, 7.680, 15.061], [15.312, 8.315, 15.468], [14.635, 9.216, 14.609], [13.498, 9.933, 15.101], [12.908, 10.833, 14.244], [13.286, 10.905, 12.889], [14.391, 10.281, 12.430], [15.023, 9.401, 13.197], [16.174, 8.666, 12.747], [16.477, 8.617, 11.414], [17.522, 7.867, 10.943], [18.420, 7.304, 11.844], [18.153, 7.357, 13.197], [16.974, 7.943, 13.699], [14.885, 8.213, 16.517], [13.041, 9.829, 16.092], [12.045, 11.442, 14.557], [12.787, 11.636, 12.180], [17.627, 7.780, 9.865], [19.233, 6.668, 11.445], [18.723, 6.836, 14.000], [10.555, 10.659, 6.328], [12.511, 10.882, 6.950], [13.759, 11.002, 6.258], [14.700, 10.877, 7.210], [14.191, 10.703, 8.472], [12.873, 10.700, 8.288], [13.858, 10.932, 5.186], [15.706, 10.939, 7.006], [12.154, 10.480, 9.084]], "lowdin_charge": [0.556, -0.066, -0.179, -0.160, -0.044, -0.190, -0.045, -0.181, -0.042, -0.154, -0.069, -0.183, -0.048, 0.051, 0.111, 0.101, 0.082, 0.105, 0.031, 0.080, 0.065, 0.068, 0.078, 0.050, 0.080, 0.086, 0.097, 0.071, 0.106, 0.073, 0.033, -0.325, 1.068, -0.337, -0.468, -0.120, -0.085, -0.102, -0.127, -0.456, 1.064, -0.328, -0.355, 0.014, 0.016, 0.001, -0.008, -0.003, 0.043, 0.102, 0.105, 0.128, 0.099, 0.031, 0.007, 0.005, 0.017, 0.028, 0.010, 0.038, -0.293, 0.091, -0.105, 0.085, -0.094, 0.021, -0.041, -0.072, 0.068, -0.146, -0.143, 0.056, -0.081, -0.033, 0.020, -0.034, 0.164, 0.135, 0.120, 0.137, 0.115, 0.129, 0.124, 0.887, -0.755, -0.095, -0.031, -0.037, -0.229, 0.124, 0.170, 0.113], "lumo_energy_ev": -4.2, "relative_energy_kcal_mol": 78.2, "charge": 1}


Highest occupied orbital energy in eV, matching the order above: -12.4 -9.3